Density functional theory data (the ωB97M-V functional and the def2-TZVPD basis) for a structure of composition C15H43O7S6 in a non-equilibrium geometry.

Output
Spin multiplicity ... 1
Molar mass ... 527.90 g/mol
Total charge ... -1
E_HOMO ... -3.3 eV
Energy above the lowest of the compared OMol25 structures with the same formula, charge and spin ... 19.9371 eV

Last column: Mulliken charge in e.
Atoms and positions in Å:
C (-0.716, 0.628, 1.001)  -1.58
C (0.655, 0.282, 0.543)  3.53
C (0.560, -0.580, -0.683)  -0.58
O (1.561, 1.353, 0.426)  -0.84
H (-1.230, 1.262, 0.279)  -2.02
H (-0.502, 1.277, 1.851)  -0.11
H (-1.316, -0.242, 1.266)  1.98
H (1.055, -0.427, 1.268)  0.51
H (-0.031, -1.486, -0.553)  -1.32
H (1.565, -0.856, -1.003)  -0.18
H (0.182, 0.028, -1.505)  -0.96
C (2.680, 2.882, 2.328)  -0.61
S (1.058, 3.308, 3.141)  0.08
O (0.093, 3.765, 2.029)  -0.39
C (0.530, 1.579, 3.379)  -0.54
H (2.584, 2.354, 1.380)  -0.06
H (3.240, 2.376, 3.115)  0.36
H (3.212, 3.808, 2.111)  0.44
H (0.918, 1.092, 4.274)  0.41
H (0.876, 1.023, 2.508)  -0.33
H (-0.539, 1.609, 3.586)  0.44
C (-0.792, -5.759, -0.105)  -0.88
S (-1.624, -4.258, -0.902)  0.29
O (-2.428, -3.576, 0.212)  -0.64
C (-0.091, -3.219, -0.969)  -0.25
H (-0.748, -5.553, 0.964)  0.26
H (0.158, -6.065, -0.543)  0.34
H (-1.475, -6.583, -0.307)  0.38
H (0.675, -3.560, -0.272)  0.42
H (-0.292, -2.173, -0.734)  -0.57
H (0.301, -3.185, -1.986)  0.54
C (-2.956, 0.939, 0.194)  -0.35
S (-2.564, 2.704, 0.625)  0.08
O (-1.043, 2.919, 0.567)  -0.04
C (-3.027, 3.462, -1.002)  -1.32
H (-2.474, 0.622, -0.731)  -0.09
H (-4.029, 0.828, 0.034)  0.65
H (-2.620, 0.270, 0.986)  0.20
H (-2.634, 4.418, -1.346)  0.48
H (-4.077, 3.684, -1.193)  0.47
H (-2.753, 2.805, -1.828)  0.48
C (-1.134, 0.372, -2.682)  -1.07
S (-1.481, 2.147, -2.267)  0.32
O (-0.668, 2.428, -1.031)  -0.12
C (-0.280, 2.786, -3.545)  -1.06
H (-0.093, 0.290, -2.372)  0.37
H (-1.172, -0.028, -3.695)  0.52
H (-1.695, -0.319, -2.053)  0.37
H (-0.187, 3.868, -3.452)  0.38
H (-0.626, 2.624, -4.566)  0.38
H (0.716, 2.392, -3.343)  0.22
C (-0.074, -1.554, 2.274)  0.21
S (-0.256, -2.997, 3.456)  0.30
O (0.675, -4.049, 2.784)  -0.68
C (-1.936, -3.512, 2.857)  -0.50
H (-0.662, -1.606, 1.358)  -0.82
H (0.960, -1.641, 1.941)  0.29
H (-0.205, -0.656, 2.878)  0.63
H (-2.282, -4.422, 3.347)  0.40
H (-1.981, -3.576, 1.769)  -0.20
H (-2.618, -2.710, 3.139)  0.35
C (4.248, -0.187, -1.366)  -0.71
S (3.854, 0.856, -2.803)  0.34
O (3.515, -0.248, -3.797)  -0.67
C (2.334, 1.650, -2.153)  0.71
H (4.592, 0.345, -0.479)  0.32
H (5.106, -0.764, -1.712)  0.46
H (3.371, -0.773, -1.090)  0.07
H (1.687, 2.116, -2.896)  0.04
H (2.590, 2.407, -1.412)  0.46
H (1.755, 1.006, -1.490)  -1.00